Model one:
Molecular formula: CH3ClN2O2
Method: DFT, the ωB97M-V functional and the def2-TZVPD basis

HOMO level (spin up / spin down) = -0.4056 / -0.4149 hartree
frontier orbital gap (spin up / spin down) = 7.81 / 8.91 eV

Positions of all 9 atoms, in Å:
Cl1 -3.055 -1.500 0.103
O1 -1.340 2.324 0.112
O2 -3.276 1.380 0.074
N1 -2.105 1.407 -0.075
N2 -1.370 0.265 -0.641
C1 -0.129 0.034 -0.041
H1 0.528 -0.768 -0.596
H2 -0.237 -0.010 1.043
H3 0.379 1.047 -0.209

***

Model two:
Molecular formula: CH3ClN2O2
Method: DFT, the ωB97M-V functional and the def2-TZVPD basis

HOMO level (spin up / spin down) = -0.3772 / -0.3772 hartree
frontier orbital gap (spin up / spin down) = 9.97 / 9.97 eV

Positions of all 9 atoms, in Å:
Cl1 0.498 -2.143 -0.824
O1 -1.731 1.041 2.209
O2 0.954 0.292 -1.674
N1 -1.022 0.671 1.283
N2 -0.628 -0.474 1.043
C1 0.683 -0.459 -0.468
H1 -0.712 1.441 0.620
H2 1.505 -0.256 0.213
H3 0.452 -0.112 -2.401

***

Model three:
Molecular formula: CH3ClN2O2
Method: DFT, the ωB97M-V functional and the def2-TZVPD basis

HOMO level = -0.3894 hartree
frontier orbital gap = 9.23 eV
SMILES = C/N=[N+](\[O-])OCl

Positions of all 9 atoms, in Å:
Cl1 4.901 -0.218 -1.975
O1 3.156 -0.017 -2.167
O2 2.559 -0.530 0.092
N1 0.949 0.259 -1.211
N2 2.116 -0.073 -0.944
C1 0.015 0.068 -0.129
H1 -0.173 -0.913 -0.154
H2 -0.794 0.623 -0.481
H3 0.656 0.357 0.842

***

Pick the most stable structure from those above. Pick: model two